(1)
Formula: C5H14
Source: the OMol25 dataset
Level of theory: ωB97M-V with the def2-TZVPD basis set

```
19
Properties=species:S:1:pos:R:3:forces:R:3
C -1.660021 -0.779315 -1.876184 -0.385 -1.304 0.491
C -0.198005 -0.871230 -1.433509 0.135 0.120 0.236
C 0.418882 0.526888 -1.374271 -1.061 0.303 -0.930
H -2.337510 -0.729591 -1.022263 0.092 0.878 0.158
H -1.850375 0.006370 -2.598753 -0.086 0.073 -0.043
H -2.012764 -1.744555 -2.259497 0.340 0.147 -0.559
H -0.173213 -1.301472 -0.428491 0.104 -0.141 -0.060
H 0.342934 -1.561278 -2.081146 0.165 0.163 -0.087
H -0.213056 1.090554 -0.690268 0.372 0.263 0.396
H 1.473497 0.647088 -1.164679 0.100 -0.331 0.287
H 0.234880 1.029924 -2.333401 0.203 -0.145 -0.032
C 0.011774 0.598363 2.309405 0.231 0.263 0.561
C 1.476925 0.352087 1.953274 -0.179 -0.383 0.090
H -0.192209 0.066410 3.235190 -0.195 -0.096 0.134
H -0.192128 1.648482 2.534914 -0.013 -0.017 -0.282
H -0.706408 0.242403 1.573238 0.133 0.011 -0.176
H 1.736450 0.639066 0.940274 -0.014 0.063 -0.022
H 1.681257 -0.710877 2.079416 0.114 -0.106 -0.256
H 2.159090 0.850684 2.636750 -0.056 0.239 0.092
```
Positions in Å, forces in eV/Å.

Output
SMILES   CCC.CC
Multiplicity   1
Total energy   -198.8782 Eh
Frontier orbital gap   0.4580 Eh
Maximum force   1.45 eV Å⁻¹
E_HOMO   -11.28 eV

(2)
Formula: C43H36EuN4O2S3
Source: the OMol25 dataset
Level of theory: ωB97M-V with the def2-TZVPD basis set

```
89
Properties=species:S:1:pos:R:3:forces:R:3
Eu 0.627924 -0.685785 0.136570 0.349 0.994 -1.171
C -0.811849 0.591227 -4.397553 -1.564 0.188 1.053
C -0.893578 0.194159 -3.016280 2.085 0.857 -1.168
N 0.050791 0.642486 -2.128184 -3.528 -3.281 1.007
C 1.027069 1.408721 -2.477856 2.743 3.534 -2.390
C 1.077506 1.984337 -3.845974 0.189 -0.264 1.177
C 0.067797 1.594055 -4.761787 0.157 -0.754 1.051
C 2.112896 2.882853 -4.182128 1.856 0.342 -0.351
C 3.229724 3.157374 -3.381809 -1.349 -1.492 1.408
C 3.247294 2.594643 -2.069724 -2.247 -0.648 -0.737
C 2.084149 1.880636 -1.536562 1.596 1.107 -1.809
N 1.984743 1.553248 -0.250382 -0.860 -1.570 2.103
C 2.619233 2.167785 0.842601 -0.653 1.088 -3.263
C 3.071486 3.494347 0.876945 -1.036 0.163 -1.052
C 3.708528 4.087956 1.956044 -0.004 0.133 0.690
C 3.981576 3.336705 3.088328 -0.946 -0.779 -1.687
C 3.423202 2.005947 3.117770 -0.576 1.144 -0.396
C 3.455641 1.220072 4.258454 0.063 -0.926 1.974
C 2.608209 0.145616 4.444878 -0.359 -0.279 -1.682
C 1.745680 -0.196706 3.367320 1.415 1.178 0.196
N 1.828733 0.409564 2.192854 -1.233 -1.331 0.215
C 2.601989 1.494016 2.040550 1.634 0.103 2.193
H -1.635524 0.241852 -5.078470 1.094 0.387 0.650
H -1.673122 -0.540636 -2.765394 0.615 0.460 0.542
H -0.029694 2.077982 -5.711577 0.269 0.055 -0.500
H 2.314302 3.186681 -5.196139 -0.900 0.141 -0.461
H 4.077517 3.745681 -3.749665 -0.426 -0.324 0.070
H 4.122679 2.619199 -1.450697 0.144 0.388 0.308
H 2.726286 4.163180 0.075580 0.587 -0.530 0.010
H 3.891685 5.176757 1.879458 0.168 -0.837 0.290
H 4.450456 3.799763 3.914115 0.514 -0.032 0.897
H 4.120695 1.471195 5.092879 -0.137 0.107 -0.414
H 2.627086 -0.562178 5.253088 0.129 0.359 0.607
H 1.026419 -0.979344 3.497522 -0.307 -0.465 -0.132
O -1.287269 -2.195400 0.377171 -0.468 -0.738 0.185
S -1.944300 -3.550261 0.730583 0.184 0.867 0.500
C -3.302593 -3.082152 1.882239 0.731 -0.561 1.637
C -4.050744 -1.798195 1.599262 0.820 -0.573 -3.051
C -3.420025 -0.492388 1.998056 0.082 -0.142 1.659
C -3.921360 0.714473 1.218002 -0.450 1.174 1.144
S -2.523235 1.461233 0.224128 1.238 -1.741 0.307
O -1.229708 0.901347 0.858399 -0.597 -0.229 -0.743
C -2.555756 3.076764 0.796167 2.004 2.630 0.779
C -1.415071 3.717362 1.405822 -1.603 0.526 -0.480
C -1.443785 5.058148 1.857575 -1.898 -2.260 -0.687
C -2.667959 5.722446 1.641248 0.352 2.175 1.070
C -3.750044 5.154059 1.004683 1.125 -1.618 -0.422
C -3.637371 3.843535 0.495531 -1.933 0.483 -0.391
C -2.942724 -4.087392 -0.609731 -0.319 -0.460 -1.297
C -3.491431 -3.166840 -1.467952 -0.333 0.619 -0.193
C -4.380702 -3.553460 -2.499447 0.339 -0.258 1.315
C -4.677050 -4.920680 -2.592059 -0.661 1.209 -1.055
C -4.096714 -5.845125 -1.729543 -0.258 -0.674 -1.648
C -3.196088 -5.447933 -0.807884 1.382 0.268 3.413
H -2.748584 -3.019323 2.858806 -0.516 0.004 -0.679
H -3.997555 -3.950522 1.989448 0.666 0.512 -0.373
H -4.956500 -1.840342 2.104870 -1.901 -0.440 0.710
H -4.294591 -1.822339 0.491902 0.053 0.213 1.172
H -2.320100 -0.593040 2.055726 -0.635 0.489 -0.164
H -3.808820 -0.329222 3.035201 0.823 -0.018 -0.555
H -4.315517 1.474373 1.988767 0.777 -0.783 -1.517
H -4.763925 0.474964 0.539486 0.627 0.124 0.154
H -0.510610 3.196013 1.379573 1.248 -0.991 0.536
H -0.655036 5.375323 2.520940 0.202 0.583 -0.465
H -2.786793 6.800491 1.972247 0.209 -1.483 -0.202
H -4.686851 5.633159 0.940078 -0.690 0.804 -0.335
H -4.434444 3.423495 -0.170541 0.475 0.417 0.926
H -3.196847 -2.163910 -1.176864 -0.325 0.382 -0.920
H -4.913859 -2.811818 -3.102553 0.451 -0.342 0.100
H -5.396317 -5.179839 -3.396670 0.622 -0.292 0.788
H -4.220727 -6.898373 -1.912667 -0.398 -0.206 0.159
H -2.762454 -6.107999 -0.005163 -0.399 0.176 -1.348
S 3.909722 -1.271819 -2.700177 -0.046 -0.753 0.344
C 2.649381 -1.568586 -3.786995 -0.198 0.239 -1.218
C 1.492894 -2.033848 -3.254728 -0.558 -0.628 -0.006
C 1.579124 -2.121106 -1.850805 -0.295 -0.450 2.125
C 2.887307 -1.944551 -1.435209 -0.130 1.385 -0.307
C 3.405796 -2.298832 -0.127764 -0.295 -0.140 0.076
C 4.702540 -2.794180 0.062915 0.031 -0.397 0.997
C 5.011573 -3.321321 1.322932 -0.676 0.683 -0.099
C 4.002969 -3.443787 2.329471 0.288 -0.242 -1.026
C 2.722031 -3.008950 1.989183 1.224 0.707 -0.311
N 2.478961 -2.306964 0.856762 -0.170 -1.023 0.437
H 2.812150 -1.360755 -4.816205 0.198 0.109 -0.725
H 0.619432 -2.499740 -3.771989 0.867 1.093 0.040
H 5.434828 -2.842249 -0.756533 -0.497 0.214 0.464
H 6.049174 -3.596476 1.463775 -0.150 -0.329 0.402
H 4.192103 -3.931117 3.294576 -0.052 0.229 -0.576
H 1.885949 -3.189737 2.651182 -0.049 0.244 0.122
```
Positions in Å, forces in eV/Å.

Output
Multiplicity   7
Total energy   -3934.2877 Eh
Frontier orbital gap (alpha / beta)   0.1845 / 0.2217 Eh
Maximum force   5.07 eV Å⁻¹
E_HOMO (alpha / beta)   -8.25 / -8.26 eV
Charge   +1

(3)
Formula: C6H12O
Source: the OMol25 dataset
Level of theory: ωB97M-V with the def2-TZVPD basis set

```
19
Properties=species:S:1:pos:R:3:forces:R:3
C -0.175395 -2.877570 -0.377162 0.017 -0.022 0.004
C -0.057017 -1.397384 -0.686426 0.045 -0.151 -0.193
O -0.408164 -0.672831 0.480805 0.003 0.007 0.073
C -0.943932 0.582662 0.214415 -0.166 0.132 -0.079
C -0.800479 1.607268 1.287150 -0.077 0.049 0.153
C -0.045964 1.770270 -0.012287 0.058 0.093 -0.107
C 1.456701 1.620621 -0.029184 0.052 -0.039 0.003
H -1.209337 -3.122581 -0.114649 0.154 0.011 -0.040
H 0.464692 -3.143502 0.469387 -0.069 0.038 -0.112
H 0.122210 -3.480435 -1.241800 -0.039 0.096 0.118
H -0.728382 -1.126852 -1.514899 0.055 -0.020 0.118
H 0.966759 -1.138434 -0.996900 -0.147 -0.013 0.046
H -1.881813 0.548839 -0.346096 0.152 0.007 0.092
H -0.216837 1.302188 2.152065 -0.066 0.032 -0.146
H -1.640508 2.259157 1.508721 0.138 -0.105 -0.055
H -0.440382 2.520863 -0.695730 0.057 -0.124 0.101
H 1.823549 1.415205 -1.041828 -0.049 0.033 0.150
H 1.942998 2.536417 0.325453 -0.063 -0.138 -0.043
H 1.771302 0.796099 0.618966 -0.054 0.115 -0.083
```
Positions in Å, forces in eV/Å.

Output
SMILES   CCO[C@H]1C[C@H]1C
Multiplicity   1
Total energy   -311.0058 Eh
Frontier orbital gap   0.3829 Eh
Maximum force   0.25 eV Å⁻¹
E_HOMO   -9.27 eV

(4)
Formula: C6H11N
Source: the OMol25 dataset
Level of theory: ωB97M-V with the def2-TZVPD basis set

```
18
Properties=species:S:1:pos:R:3:forces:R:3
C -1.242610 1.428477 -2.294751 -1.462 -0.696 -0.091
C -1.435851 0.144308 -1.995390 2.605 -0.722 -1.728
N -0.350608 -0.781953 -1.757509 -0.891 0.028 2.044
C -0.482125 -1.172288 -0.301483 0.051 -2.305 -0.963
C 0.184961 -0.245977 0.620214 -0.610 0.763 0.115
C 1.042726 -0.532460 1.578904 1.016 0.207 0.074
C 1.595111 0.456479 2.540919 -0.694 0.110 1.234
H -0.267755 1.894336 -2.318250 -0.094 0.098 0.253
H -2.148084 1.939067 -2.612481 0.433 0.463 -0.055
H -2.276978 -0.489293 -2.263785 -0.724 0.831 0.656
H 0.594334 -0.419433 -1.834900 -0.270 0.518 -0.338
H -1.544499 -1.332960 -0.059577 0.113 0.591 -0.182
H -0.108253 -2.205890 -0.177794 0.323 0.395 -0.046
H -0.146163 0.792262 0.504179 0.157 -0.131 0.172
H 1.506478 -1.498996 1.772390 -0.584 -0.332 -0.517
H 2.688667 0.517959 2.528011 -0.238 0.127 -0.048
H 1.104868 1.435558 2.543610 0.353 0.015 -0.585
H 1.285781 0.070803 3.527692 0.515 0.038 0.008
```
Positions in Å, forces in eV/Å.

Output
SMILES   C=CNC/C=C/C
Multiplicity   1
Total energy   -289.8946 Eh
Frontier orbital gap   0.3605 Eh
Maximum force   3.21 eV Å⁻¹
E_HOMO   -8.64 eV